The following is a quantum chemistry calculation of a cluster of 2 separate species, C2H8NO in total at a distorted geometry, from the OMol25 dataset.

Summary:
Energy relative to the best compared isomer or geometry (same formula, charge and spin): 42.2 kcal/mol
Orbital gap: 0.400 Ha
Charge: +1
Calculated total energy: -210.68585 hartree

Last column: Löwdin charge in e.
Atoms and positions in Å:
C (-1.21595, 1.23260, -0.32135)  -0.07
N (-0.11695, 0.37178, -0.30261)  -0.03
H (-2.10966, 0.75074, -0.93370)  0.15
H (-0.93880, 2.29734, -0.49533)  0.12
H (1.47092, -2.56303, 0.17009)  0.07
H (0.10343, -3.10636, 0.65748)  0.08
C (1.01378, 0.77978, 0.21245)  0.18
H (1.95261, 0.32993, 0.29634)  0.10
H (-1.72561, 1.09243, 0.67749)  0.13
O (0.52535, -2.32981, 0.23749)  -0.06
H (1.33108, 1.82606, 0.31166)  0.13
H (-0.29020, -0.68146, -0.51001)  0.18

Atomic forces in eV per Å
-4.72 -0.02 0.23
3.56 -1.76 1.36
2.25 1.50 0.37
-0.49 -0.98 -0.11
-0.64 0.02 0.00
0.28 0.56 -0.34
-1.08 1.01 -2.29
0.64 -2.52 0.13
0.71 0.71 -0.61
0.29 -0.53 0.23
-1.70 0.28 0.31
0.92 1.73 0.72